1.
Entry from OMol25: an isolated ion of composition C8H20P and charge +1 in a non-equilibrium geometry (ωB97M-V/def2-TZVPD).

The spin multiplicity is 1. The HOMO energy is -0.5418 Eh. The net charge is +1. As for the electronic energy: -17900.825 eV. The value obtained for the gap between HOMO and LUMO is 0.4489 hartree.

```
29
C8H20P, DFT ωB97M-V/def2-TZVPD
C 2.05 1.22 -1.58
C 0.54 1.02 1.96
C -1.21 1.58 0.22
C -1.73 -0.26 1.66
C 1.40 -1.93 0.16
C -1.38 -1.74 -1.04
C 0.84 0.27 -2.03
C -0.53 0.47 0.95
P 0.02 -0.71 -0.41
H 1.52 2.00 -0.99
H 2.75 0.46 -1.14
H 2.39 1.57 -2.59
H 0.87 0.00 2.54
H -0.04 1.70 2.69
H 1.33 1.57 1.49
H -2.26 1.40 0.01
H -0.70 1.98 -0.68
H -1.25 2.51 0.95
H -2.57 -0.44 1.00
H -1.43 -1.22 2.24
H -2.23 0.35 2.35
H 2.34 -1.39 0.61
H 1.46 -2.82 -0.62
H 1.03 -2.21 1.12
H -0.68 -2.35 -1.78
H -2.04 -1.07 -1.63
H -1.94 -2.22 -0.33
H 1.21 -0.70 -2.48
H 0.24 0.97 -2.64
```

---

2.
Entry from OMol25: a 2-piece molecular cluster, C8H20S2 overall (ωB97M-V/def2-TZVPD).

The spin multiplicity is 1. The structure (SMILES) is CCSCC.CCSCC. The HOMO energy is -0.3106 Eh. As for the electronic energy: -30290.892 eV. The value obtained for the gap between HOMO and LUMO is 0.3369 hartree.

```
30
C8H20S2, DFT ωB97M-V/def2-TZVPD
S -0.34 2.14 -3.34
C -1.31 4.16 -1.77
C -0.12 -0.21 -4.70
C -1.69 2.79 -2.31
C -1.08 0.56 -3.81
H -1.13 4.87 -2.60
H -0.40 4.10 -1.16
H -2.13 4.56 -1.15
H 0.83 -0.41 -4.18
H -0.57 -1.18 -4.99
H 0.10 0.36 -5.62
H -1.88 2.08 -1.48
H -2.61 2.85 -2.92
H -1.31 -0.02 -2.89
H -2.04 0.75 -4.33
S 0.34 -2.14 3.33
C 1.31 -4.16 1.77
C 0.12 0.22 4.70
C 1.69 -2.79 2.31
C 1.08 -0.56 3.81
H 0.40 -4.09 1.15
H 1.12 -4.87 2.60
H 2.13 -4.56 1.15
H -0.10 -0.36 5.62
H 0.57 1.18 4.99
H -0.82 0.41 4.17
H 2.61 -2.85 2.93
H 1.89 -2.08 1.49
H 2.04 -0.75 4.34
H 1.32 0.02 2.89
```

---

3.
Entry from OMol25: C8H21AlHgN as an isolated structure in a non-equilibrium geometry (ωB97M-V/def2-TZVPD).

The spin multiplicity is 1. The HOMO energy is -0.4470 Eh. The net charge is +1. As for the electronic energy: -20887.318 eV. The value obtained for the gap between HOMO and LUMO is 0.1623 hartree.

```
32
C8H21AlHgN, DFT ωB97M-V/def2-TZVPD
C 1.56 1.99 0.84
C 1.82 0.92 -0.23
C 2.10 -0.47 0.32
C 1.23 -1.61 0.00
C 0.51 -1.76 -1.28
Al 0.06 -1.51 1.92
C -1.69 -0.96 0.92
C -1.83 0.39 0.24
C -2.65 0.26 -1.07
N -3.37 1.50 -1.34
H 2.02 1.73 1.79
H 1.96 2.95 0.53
H 0.49 2.12 1.02
H 0.99 0.93 -0.94
H 2.72 1.24 -0.78
H 2.15 -0.37 1.44
H 3.11 -0.86 0.07
H 1.75 -2.55 0.21
H -0.08 -0.89 -1.57
H 1.27 -2.00 -2.05
H -0.16 -2.61 -1.25
H 0.56 -0.46 3.00
H 0.04 -2.94 2.57
H -1.86 -1.80 0.24
H -2.33 -1.07 1.80
H -2.36 1.07 0.90
H -0.86 0.82 -0.01
H -1.97 -0.03 -1.88
H -3.37 -0.55 -0.93
H -3.36 1.74 -2.32
H -2.98 2.28 -0.83
Hg 4.52 2.51 -1.30
```

---

Molecular weight readings, ordered: 147.22 180.38 358.83 g/mol